1.
Below is a single C6H12O molecule, with properties calculated with wB97M-V/def2-TZVPD.

Geometry as XYZ:
```
19
Properties=species:S:1:pos:R:3:mulliken_charge:R:1
O 0.9256 1.7577 -0.3606 -0.16
C 2.0666 1.1260 -0.4344 -0.27
C -0.1213 1.5729 0.6398 -0.74
C -1.0134 -0.2695 -0.9264 -0.16
C -0.8639 0.2419 0.5094 -0.55
C 2.3245 0.0936 0.6400 -0.67
C -1.4651 -1.7268 -0.9682 -1.28
H -0.3589 -0.5267 1.1067 0.23
H 1.6724 0.0368 1.5211 0.26
H -1.5315 -2.0922 -1.9982 0.36
H -0.7887 2.4158 0.4468 0.37
H 0.3107 1.7005 1.6372 0.40
H 3.3642 0.2136 0.9631 0.34
H -1.8562 0.3749 0.9617 0.44
H 2.2961 -0.8754 0.1194 0.23
H -0.0526 -0.1819 -1.4452 0.26
H -0.7462 -2.3631 -0.4374 0.32
H -1.7178 0.3647 -1.4796 0.30
H -2.4444 -1.8628 -0.4954 0.31
```

Values from the calculation:
Molecular weight = 100.16 g/mol
Orbital gap = 0.329 hartree
Electronic energy = -310.940624 Ha
E_HOMO = -8.024 eV
Energy above the lowest of the compared OMol25 structures with the same formula, charge and spin = 3.2286 eV
Total charge = 0


2.
Below is 2 unconnected molecules or ions with the total composition C6H12O at a distorted geometry, with properties calculated with wB97M-V/def2-TZVPD.

Geometry as XYZ:
```
19
Properties=species:S:1:pos:R:3:mulliken_charge:R:1
O -1.9174 -5.8720 2.0100 -0.65
C -0.7436 1.9076 0.0479 -0.22
C 0.4565 -0.8251 -0.3081 -0.79
C 0.5597 1.7133 -0.3987 -0.41
C -1.5694 3.1279 -0.3600 -0.95
C 1.1720 0.3542 -0.4026 0.59
C 2.7442 0.1296 -0.3901 -1.09
H -1.2327 3.5765 -1.3659 0.26
H 0.7297 -1.7304 -1.0159 0.20
H 0.9708 2.4180 -1.1298 0.26
H -2.6032 2.5598 -0.5700 0.26
H 3.0397 -0.6575 0.4127 0.28
H -0.4950 -0.8975 0.1616 0.33
H -2.3980 -5.5714 1.1812 0.32
H 3.2614 1.1366 -0.1621 0.31
H 3.1202 -0.2554 -1.3576 0.31
H -0.9585 1.4435 0.9758 0.39
H -2.5635 -6.5228 2.3420 0.32
H -1.5729 3.9650 0.3295 0.28
```

Values from the calculation:
Molecular weight = 100.16 g/mol
Orbital gap = 0.310 hartree
Electronic energy = -310.918740 Ha
E_HOMO = -7.848 eV
Energy above the lowest of the compared OMol25 structures with the same formula, charge and spin = 3.8241 eV
Total charge = 0
SMILES = C=C(C)/C=C/C.O


3.
Below is a single C6H12O molecule at a distorted geometry, with properties calculated with wB97M-V/def2-TZVPD.

Geometry as XYZ:
```
19
Properties=species:S:1:pos:R:3:mulliken_charge:R:1
O 0.8656 0.0486 0.4104 -0.28
C -1.5258 0.0165 0.5040 -0.03
C 3.2327 0.2289 0.4831 -1.21
C 2.0330 -0.2029 -0.3360 -0.18
C -2.8226 -0.5132 -0.0286 -0.57
C -2.5399 0.9493 -0.1196 -0.62
C -0.2835 -0.4583 -0.2181 -0.66
H 3.1451 1.2852 0.7550 0.30
H -0.3450 -0.1120 -1.2650 0.32
H -0.2181 -1.5654 -0.2616 0.28
H 1.9885 0.3492 -1.2905 0.29
H 2.1059 -1.2759 -0.5873 0.28
H 3.2952 -0.3595 1.4036 0.30
H -1.3855 0.4511 1.4762 0.42
H -3.0757 1.5601 0.6082 0.24
H 4.1573 0.0896 -0.0866 0.38
H -2.7017 -1.0302 -0.9800 0.22
H -2.2941 1.4385 -1.0516 0.23
H -3.6312 -0.8999 0.5844 0.27
```

Values from the calculation:
Molecular weight = 100.16 g/mol
Orbital gap = 0.397 hartree
Electronic energy = -310.990045 Ha
E_HOMO = -9.621 eV
Energy above the lowest of the compared OMol25 structures with the same formula, charge and spin = 1.8838 eV
Total charge = 0
SMILES = CCOCC1CC1


4.
Below is a single C6H12O molecule, with properties calculated with wB97M-V/def2-TZVPD.

Geometry as XYZ:
```
19
Properties=species:S:1:pos:R:3:mulliken_charge:R:1
O 0.8442 -0.4704 1.4210 -0.44
C 0.6573 -0.8725 0.0686 0.35
C -1.3176 0.4308 -1.2806 -1.71
C -0.2017 -2.1200 0.1204 -1.51
C 0.1186 0.3657 -0.7249 0.53
C 0.8871 0.9415 1.5485 -0.35
C 0.3807 1.5442 0.2405 -0.71
H -2.0933 0.4455 -0.5065 0.39
H 1.8832 1.2416 1.9109 0.25
H 0.1793 1.1662 2.3547 0.21
H -0.3143 -2.5734 -0.8678 0.36
H -0.5751 2.0231 0.4530 0.31
H -1.1892 -1.8878 0.5324 0.33
H 1.6297 -1.1051 -0.3724 0.24
H -1.5539 -0.3522 -2.0107 0.37
H -1.4120 1.3849 -1.8237 0.43
H 0.2738 -2.8418 0.7943 0.39
H 1.0482 2.2609 -0.2421 0.29
H 0.7552 0.4188 -1.6156 0.26
```

Values from the calculation:
Molecular weight = 100.16 g/mol
Orbital gap = 0.384 hartree
Electronic energy = -311.033599 Ha
E_HOMO = -9.372 eV
Energy above the lowest of the compared OMol25 structures with the same formula, charge and spin = 0.6986 eV
Total charge = 0
SMILES = C[C@@H]1OCC[C@@H]1C


5.
Below is 2 unconnected molecules or ions with the total composition C6H12O at a distorted geometry, with properties calculated with wB97M-V/def2-TZVPD.

Geometry as XYZ:
```
19
Properties=species:S:1:pos:R:3:mulliken_charge:R:1
O -3.3412 -0.3358 0.1013 -0.91
C 2.0113 0.1193 -0.4309 0.06
C 3.1913 -0.5001 -0.3718 -0.77
C 1.0582 0.2106 0.6146 -0.12
C -1.1265 1.4854 0.1421 -1.23
C -0.7403 -0.9953 -0.4178 -1.06
C -0.3690 0.2108 0.5428 0.44
H -0.3501 -1.9196 -0.0087 0.40
H -2.1994 1.2626 0.2032 0.36
H -0.3156 -0.7933 -1.4015 0.37
H 3.9061 -0.4796 -1.1814 0.28
H 3.5639 -0.9630 0.5314 0.26
H -4.1645 -0.7314 0.4014 0.16
H -0.7571 1.8627 -0.8106 0.29
H -0.8757 2.3239 0.8060 0.37
H -0.7719 -0.0872 1.5012 0.21
H 1.4587 -0.2009 1.5468 0.27
H 1.6830 0.4272 -1.4079 0.34
H -1.8613 -0.8964 -0.3600 0.28
```

Values from the calculation:
Molecular weight = 100.16 g/mol
Orbital gap = 0.162 hartree
Electronic energy = -310.834359 Ha
E_HOMO = -7.193 eV
Energy above the lowest of the compared OMol25 structures with the same formula, charge and spin = 6.1202 eV
Total charge = 0


6.
Below is a single C6H12O molecule, with properties calculated with wB97M-V/def2-TZVPD.

Geometry as XYZ:
```
19
Properties=species:S:1:pos:R:3:mulliken_charge:R:1
O -0.3665 1.1641 1.7326 -0.42
C -0.0458 1.6693 0.4377 -0.50
C 0.5344 -0.8686 0.6984 -0.97
C -0.3475 -0.5997 -0.5392 0.66
C -0.7845 0.8860 -0.6128 -0.75
C 0.3914 -0.9575 -1.8180 -1.65
C -0.0563 -0.2164 1.9424 -0.52
H -0.3359 2.7209 0.3894 0.40
H 0.6586 -1.9496 0.8542 0.43
H -0.5589 1.3323 -1.5959 0.38
H 1.5468 -0.4748 0.5440 0.30
H -1.2404 -1.2306 -0.4394 0.27
H -0.2537 -0.7637 -2.6809 0.41
H 1.0317 1.6446 0.2162 0.29
H 0.7134 -2.0030 -1.8351 0.39
H 1.2790 -0.3173 -1.9113 0.35
H -1.8538 1.0153 -0.4215 0.30
H 0.6412 -0.2709 2.7874 0.32
H -0.9531 -0.7805 2.2517 0.30
```

Values from the calculation:
Molecular weight = 100.16 g/mol
Orbital gap = 0.386 hartree
Electronic energy = -311.034453 Ha
E_HOMO = -9.388 eV
Energy above the lowest of the compared OMol25 structures with the same formula, charge and spin = 0.6753 eV
Total charge = 0
SMILES = CC1CCOCC1


7.
Below is a single C6H12O molecule, with properties calculated with wB97M-V/def2-TZVPD.

Geometry as XYZ:
```
19
Properties=species:S:1:pos:R:3:mulliken_charge:R:1
O -0.7412 2.0781 0.6419 -0.54
C -1.4651 -0.2077 1.1425 -1.10
C 1.0711 -0.2265 0.5739 -0.65
C -0.3713 -0.3570 0.1098 1.16
C 1.9835 0.4448 -0.4556 -1.06
C -1.2425 0.8738 0.1364 -0.09
C -0.6061 -1.3641 -0.9976 -1.49
H -2.3562 -0.8250 1.0583 0.28
H -0.3633 -2.3767 -0.6520 0.32
H 3.0396 0.3185 -0.1949 0.34
H 1.8397 0.0310 -1.4602 0.27
H 0.0112 -1.1528 -1.8788 0.31
H 1.4464 -1.2309 0.8144 0.38
H 1.7841 1.5220 -0.5063 0.26
H -1.1656 0.0261 2.1608 0.28
H -0.2018 2.4810 -0.0504 0.34
H 1.1006 0.3484 1.5055 0.27
H -1.6535 -1.3667 -1.3206 0.39
H -1.9820 0.9866 -0.6600 0.33
```

Values from the calculation:
Molecular weight = 100.16 g/mol
Orbital gap = 0.381 hartree
Electronic energy = -311.019472 Ha
E_HOMO = -9.419 eV
Energy above the lowest of the compared OMol25 structures with the same formula, charge and spin = 1.0830 eV
Total charge = 0
SMILES = CC[C@@]1(C)C[C@H]1O


8.
Below is a single C6H12O molecule, with properties calculated with wB97M-V/def2-TZVPD.

Geometry as XYZ:
```
19
Properties=species:S:1:pos:R:3:mulliken_charge:R:1
O -2.3549 -0.2507 0.3571 -0.60
C 0.5209 -1.6328 -0.0690 -1.02
C 1.3858 -0.7155 0.7950 -0.39
C -1.4154 0.3727 -0.0938 0.56
C -0.4280 1.0880 0.8139 -0.55
C -1.2578 0.5462 -1.5910 -1.14
C 1.0651 0.7761 0.6216 -0.59
H -2.0328 1.2609 -1.8789 0.41
H 0.7154 -2.6867 0.1267 0.41
H 0.6704 -1.4357 -1.1380 0.24
H -0.5341 -1.5096 0.1575 0.25
H 2.4451 -0.8872 0.5677 0.33
H -1.4594 -0.3937 -2.1127 0.29
H 1.6290 1.3581 1.3649 0.30
H -0.6034 2.1566 0.6324 0.34
H -0.2819 0.9361 -1.8923 0.29
H 1.4184 1.1352 -0.3549 0.32
H -0.7271 0.8640 1.8431 0.26
H 1.2448 -0.9820 1.8506 0.28
```

Values from the calculation:
Molecular weight = 100.16 g/mol
Orbital gap = 0.385 hartree
Electronic energy = -311.045281 Ha
E_HOMO = -9.503 eV
Energy above the lowest of the compared OMol25 structures with the same formula, charge and spin = 0.3807 eV
Total charge = 0
SMILES = CCCCC(C)=O


9.
Below is 2 unconnected molecules or ions with the total composition C6H12O at a distorted geometry, with properties calculated with wB97M-V/def2-TZVPD.

Geometry as XYZ:
```
19
Properties=species:S:1:pos:R:3:mulliken_charge:R:1
O 2.4767 3.6381 0.4674 -0.64
C -2.4520 0.0142 0.6548 -1.15
C 1.8012 -1.3878 1.0012 -0.83
C -0.3119 -0.8785 -0.2476 1.04
C -1.0755 -0.5276 0.8133 -0.25
C -0.6679 -0.5103 -1.6569 -1.56
C 1.0747 -1.4024 -0.1214 -0.40
H -1.3363 -1.2360 -2.1415 0.33
H 2.0670 2.9824 -0.0856 0.31
H 0.2145 -0.5850 -2.3056 0.40
H 1.3345 -0.9104 1.8575 0.23
H -1.0269 0.5025 -1.8149 0.38
H 1.4412 -1.8984 -1.0148 0.31
H 2.8820 -1.4240 0.9772 0.29
H -0.8219 -1.0138 1.7474 0.28
H 3.0381 4.1744 -0.1064 0.32
H -2.6670 0.8435 1.3410 0.31
H -3.2325 -0.6914 0.9783 0.28
H -2.7380 0.3107 -0.3431 0.32
```

Values from the calculation:
Molecular weight = 100.16 g/mol
Orbital gap = 0.337 hartree
Electronic energy = -310.986921 Ha
E_HOMO = -8.418 eV
Energy above the lowest of the compared OMol25 structures with the same formula, charge and spin = 1.9688 eV
Total charge = 0
SMILES = C=C/C(C)=C/C.O


10.
Below is a single C6H12O molecule, with properties calculated with wB97M-V/def2-TZVPD.

Geometry as XYZ:
```
19
Properties=species:S:1:pos:R:3:mulliken_charge:R:1
O -1.2856 -0.5613 -0.7175 -0.45
C 1.1839 1.3366 -0.6506 -1.45
C -0.0248 0.0945 1.2106 -0.84
C -0.6267 -1.1053 0.4390 0.35
C 0.3729 -2.1427 -0.0559 -1.30
C -0.0883 1.2447 0.1954 0.42
C -1.2808 0.8576 -0.6692 -0.63
H -0.6148 0.3221 2.1073 0.32
H 0.9318 -2.5979 0.7688 0.36
H 2.0307 1.6057 -0.0120 0.37
H -0.1450 -2.9444 -0.5945 0.33
H -2.2533 1.2236 -0.3034 0.29
H 1.0805 -1.6700 -0.7426 0.27
H -1.3577 -1.6225 1.0809 0.28
H -0.2785 2.2302 0.6394 0.36
H -1.1416 1.3329 -1.6555 0.33
H 1.0013 -0.1065 1.5415 0.33
H 1.0787 2.1096 -1.4206 0.38
H 1.4173 0.3930 -1.1610 0.28
```

Values from the calculation:
Molecular weight = 100.16 g/mol
Orbital gap = 0.389 hartree
Electronic energy = -311.042257 Ha
E_HOMO = -9.504 eV
Energy above the lowest of the compared OMol25 structures with the same formula, charge and spin = 0.4630 eV
Total charge = 0
SMILES = C[C@H]1CO[C@@H](C)C1


11.
Below is a single C6H12O molecule, with properties calculated with wB97M-V/def2-TZVPD.

Geometry as XYZ:
```
19
Properties=species:S:1:pos:R:3:mulliken_charge:R:1
O 0.8225 1.5776 0.2071 -0.46
C 0.7720 -0.6683 -0.6500 0.51
C 0.9083 0.8343 -1.0002 -0.73
C 0.6413 -0.6420 0.8854 -0.82
C 0.1693 0.7851 1.1907 0.31
C -0.4083 -1.3395 -1.3529 -1.46
C -1.3490 0.9764 1.1644 -1.27
H 1.6196 -0.8056 1.3506 0.30
H -1.6159 1.9821 1.5031 0.34
H -1.8454 0.2513 1.8203 0.33
H 0.5448 1.1330 2.1588 0.35
H -0.4984 -2.3872 -1.0454 0.39
H 1.8735 1.0726 -1.4604 0.29
H -1.3541 -0.8387 -1.1161 0.25
H -1.7522 0.8536 0.1541 0.26
H -0.0420 -1.4084 1.2666 0.37
H 1.6849 -1.2033 -0.9356 0.33
H 0.1156 1.1459 -1.6987 0.32
H -0.2863 -1.3190 -2.4419 0.38
```

Values from the calculation:
Molecular weight = 100.16 g/mol
Orbital gap = 0.391 hartree
Electronic energy = -311.043686 Ha
E_HOMO = -9.570 eV
Energy above the lowest of the compared OMol25 structures with the same formula, charge and spin = 0.4241 eV
Total charge = 0
SMILES = C[C@H]1CO[C@@H](C)C1


12.
Below is a single C6H12O molecule at a distorted geometry, with properties calculated with wB97M-V/def2-TZVPD.

Geometry as XYZ:
```
19
Properties=species:S:1:pos:R:3:mulliken_charge:R:1
O 0.9750 -0.5143 1.6217 -0.59
C -1.1037 1.2141 -1.0766 -0.72
C -1.6125 0.4098 0.0157 0.18
C 2.6150 -0.2517 -0.0191 -1.39
C 1.0877 -0.1113 0.2479 0.70
C 0.1199 1.0727 -0.0201 -0.60
C -1.8158 -1.0959 -0.1028 -1.17
H -2.2924 0.8868 0.7281 0.39
H 0.2105 1.8369 0.7582 0.34
H -1.1987 -1.5627 0.6666 0.24
H -1.5111 2.2255 -1.1513 0.27
H -2.8503 -1.4394 0.0623 0.37
H 0.2568 -0.0123 2.0243 0.38
H 0.6402 -0.8619 -0.3975 0.02
H 2.8991 -0.0067 -1.0451 0.34
H -1.0206 0.7273 -2.0503 0.26
H 3.2615 0.2946 0.6787 0.33
H -1.5093 -1.4922 -1.0783 0.32
H 2.8485 -1.3192 0.1375 0.32
```

Values from the calculation:
Molecular weight = 100.16 g/mol
Orbital gap = 0.359 hartree
Electronic energy = -310.957633 Ha
E_HOMO = -8.694 eV
Energy above the lowest of the compared OMol25 structures with the same formula, charge and spin = 2.7657 eV
Total charge = 0
SMILES = C[C@@H]1C[C@@H]1[C@@H](C)O